<P>
A 2-piece molecular cluster, C4H12NO2 overall. Source: the OMol25 dataset; level of theory: wB97M-V/def2-TZVPD.

The geometry in ORCA input format:
```
! wB97M-V def2-TZVPD RIJCOSX def2/J DEFGRID3
* xyz 0 2
O 0.615 -1.281 2.373
C 1.660 -1.296 1.631
C 1.599 -0.814 0.186
N 0.300 -0.146 0.155
C -0.851 -0.908 -0.450
C -2.160 -0.088 -0.378
H 2.543 -1.818 2.088
H 2.441 -0.288 -0.221
H 1.631 -1.725 -0.456
H 0.313 0.794 -0.276
H 0.094 0.132 1.173
H -1.082 -1.787 0.166
H -0.782 -1.183 -1.507
H -2.149 0.778 -1.057
H -2.437 0.116 0.647
H -2.982 -0.758 -0.692
H 0.130 3.866 -0.547
H 0.934 3.347 -1.695
O 0.183 3.060 -1.141
*
```

Summary:
**Molecular weight**: 106.14 g/mol
**LUMO (spin up / spin down)**: 0.1209 / 0.1122 eV
**Expectation value of S²**: 0.754

<Q>
C4H12NO2 as an isolated structure. Source: the OMol25 dataset; level of theory: wB97M-V/def2-TZVPD.

The geometry in ORCA input format:
```
! wB97M-V def2-TZVPD RIJCOSX def2/J DEFGRID3
* xyz 0 2
C -1.442 0.931 0.143
N -0.008 1.316 -0.028
C 0.432 0.151 -2.132
C 0.795 0.303 -0.648
C 0.738 -1.113 0.143
O 1.318 -1.029 1.333
H -2.021 1.856 0.050
H -1.743 0.092 -0.477
H -1.599 0.657 1.182
H 0.250 1.533 0.930
H 1.104 -0.574 -2.586
H 0.690 1.101 -2.577
H -0.614 -0.125 -2.239
H 1.861 0.532 -0.710
H 1.256 -1.770 -0.584
H -0.305 -1.421 0.212
H 0.481 -0.814 2.207
H -0.931 -1.117 2.722
O -0.262 -0.509 3.060
*
```

Summary:
**Molecular weight**: 106.14 g/mol
**LUMO (spin up / spin down)**: 0.7587 / -2.9445 eV
**Expectation value of S²**: 0.757

<R>
A 2-piece molecular cluster, C4H12NO2 overall. Source: the OMol25 dataset; level of theory: wB97M-V/def2-TZVPD.

The geometry in ORCA input format:
```
! wB97M-V def2-TZVPD RIJCOSX def2/J DEFGRID3
* xyz 0 2
C 0.194 -0.408 1.026
N -0.230 -0.900 -0.295
C 0.771 -1.693 -0.943
O 1.843 -0.750 -1.335
C -1.039 0.163 1.761
C -1.827 1.383 1.183
H 1.071 0.298 0.951
H 0.597 -1.308 1.580
H -0.320 0.005 -0.851
H 0.421 -2.120 -1.935
H 1.133 -2.562 -0.349
H -1.786 -0.592 1.741
H -0.869 0.315 2.844
H -1.293 2.153 0.664
H -2.412 1.703 2.083
H -2.646 1.065 0.479
H 0.618 2.305 -1.944
H 1.327 0.054 -1.594
O 0.303 1.790 -1.135
*
```

Summary:
**Molecular weight**: 106.14 g/mol
**LUMO (spin up / spin down)**: 0.4032 / -3.1737 eV
**Expectation value of S²**: 0.754

Name the most stable of them. <Q>.

<P>
The molecule C2H7PS2. Source: the OMol25 dataset; level of theory: wB97M-V/def2-TZVPD.

The geometry in ORCA input format:
```
! wB97M-V def2-TZVPD RIJCOSX def2/J DEFGRID3
* xyz 0 1
C -1.005 0.724 0.856
C 0.403 0.295 0.598
P 0.358 -1.840 -1.408
S 2.149 -1.006 -2.096
S 0.538 -1.555 0.653
H -1.431 0.560 1.761
H -1.155 1.802 0.672
H -1.655 0.241 0.103
H 1.195 0.788 1.100
H 0.430 0.453 -0.479
H 0.960 -3.302 -1.390
H 1.617 -0.863 -3.327
*
```

Summary:
**Molecular weight**: 126.19 g/mol
**LUMO**: 0.6304 eV

<Q>
A 2-piece molecular cluster, C2H7PS2 overall. Source: the OMol25 dataset; level of theory: wB97M-V/def2-TZVPD.

The geometry in ORCA input format:
```
! wB97M-V def2-TZVPD RIJCOSX def2/J DEFGRID3
* xyz 0 1
C -0.539 -2.740 -1.276
C -0.244 -1.667 -0.560
P -0.181 1.983 1.375
S 1.698 1.772 0.340
S -0.216 1.292 3.191
H -0.375 3.466 1.287
H -1.545 -2.987 -1.866
H 0.137 -3.525 -1.545
H -1.097 -1.036 -0.441
H 0.692 -1.571 0.025
H -1.331 1.476 0.689
H 2.427 2.434 1.398
*
```

Summary:
**Molecular weight**: 126.19 g/mol
**LUMO**: 0.1509 eV

<R>
The molecule C2H7PS2. Source: the OMol25 dataset; level of theory: wB97M-V/def2-TZVPD.

The geometry in ORCA input format:
```
! wB97M-V def2-TZVPD RIJCOSX def2/J DEFGRID3
* xyz 0 1
C -0.990 0.817 -1.714
C 0.445 -1.058 2.028
P 0.467 0.354 -0.669
S 0.006 -1.512 0.355
S 1.142 1.710 0.543
H -1.482 -0.057 -2.128
H -1.661 1.401 -1.074
H -0.920 1.282 -2.663
H 1.445 -1.213 2.132
H -0.112 -1.675 2.662
H 0.386 0.143 2.122
H 1.273 -0.191 -1.593
*
```

Summary:
**Molecular weight**: 126.19 g/mol
**LUMO**: 0.7067 eV

Name the most stable of them. <R>.

<P>
The molecule C4H13N3. Source: the OMol25 dataset; level of theory: wB97M-V/def2-TZVPD.

The geometry in ORCA input format:
```
! wB97M-V def2-TZVPD RIJCOSX def2/J DEFGRID3
* xyz 0 1
C -1.022 -1.443 0.522
N -2.174 -1.932 -0.247
C -0.146 -0.303 -0.130
C 0.027 -0.346 -1.645
N 1.086 0.023 0.624
C 1.632 1.374 0.396
N 0.795 2.408 0.972
H -0.432 -2.332 0.685
H -1.424 -1.026 1.446
H -2.668 -1.124 -0.624
H -1.959 -2.437 -1.101
H -0.707 0.612 0.199
H -0.901 -0.686 -2.119
H 0.828 -1.056 -1.865
H 0.192 0.682 -1.970
H 1.066 -0.270 1.586
H 2.566 1.315 0.991
H 2.041 1.398 -0.600
H -0.057 2.046 1.351
H 1.257 3.098 1.531
*
```

Summary:
**Molecular weight**: 103.17 g/mol
**LUMO**: 1.0792 eV

<Q>
The molecule C4H13N3. Source: the OMol25 dataset; level of theory: wB97M-V/def2-TZVPD.

The geometry in ORCA input format:
```
! wB97M-V def2-TZVPD RIJCOSX def2/J DEFGRID3
* xyz 0 1
N 1.570 -1.091 -2.739
C 0.158 -1.084 -2.275
C 0.017 -1.080 -0.763
N 0.151 0.244 -0.051
C 0.250 0.070 1.469
C -1.065 0.825 2.162
N -1.051 2.277 1.707
H 1.884 -0.986 -3.739
H 2.003 -0.166 -2.389
H -0.152 -2.151 -2.550
H -0.629 -0.311 -2.728
H -0.870 -1.710 -0.427
H 0.994 -1.770 -0.620
H -0.595 0.789 -0.175
H 0.244 -0.926 1.961
H 1.214 0.586 1.759
H -2.040 0.326 2.024
H -0.727 0.799 3.202
H -0.053 2.478 1.613
H -1.304 2.879 2.558
*
```

Summary:
**Molecular weight**: 103.17 g/mol
**LUMO**: 1.0991 eV

Name the most stable of them. <P>.